{"formula": "C37H38BrCl60NO5", "method": "ωB97M-V with the def2-TZVPD basis set", "homo_lumo_gap_ev": 9.0, "max_force_ha_per_bohr": 0.041, "de_lowest_kj_mol": 0.00, "symbols": ["C", "C", "C", "C", "C", "C", "C", "C", "C", "C", "C", "C", "O", "C", "O", "O", "C", "C", "C", "C", "Br", "O", "C", "C", "N", "C", "C", "C", "O", "H", "H", "H", "H", "H", "H", "H", "H", "H", "H", "H", "H", "H", "H", "H", "H", "H", "H", "H", "H", "H", "H", "H", "H", "H", "H", "H", "H", "H", "H", "H", "H", "H", "H", "H", "H", "H", "H", "C", "Cl", "Cl", "Cl", "Cl", "C", "Cl", "Cl", "Cl", "Cl", "C", "Cl", "Cl", "Cl", "Cl", "C", "Cl", "Cl", "Cl", "Cl", "C", "Cl", "Cl", "Cl", "Cl", "C", "Cl", "Cl", "Cl", "Cl", "C", "Cl", "Cl", "Cl", "Cl", "C", "Cl", "Cl", "Cl", "Cl", "C", "Cl", "Cl", "Cl", "Cl", "C", "Cl", "Cl", "Cl", "Cl", "C", "Cl", "Cl", "Cl", "Cl", "C", "Cl", "Cl", "Cl", "Cl", "C", "Cl", "Cl", "Cl", "Cl", "C", "Cl", "Cl", "Cl", "Cl", "C", "Cl", "Cl", "Cl", "Cl"], "positions_angstrom": [[-3.2555, -2.0295, 1.0011], [-3.2328, -1.1922, 0.1360], [-2.9002, -0.3353, -0.9976], [-1.4146, -0.3371, -1.2986], [-0.7861, -1.7354, -1.4464], [-0.6797, -2.2642, -2.8921], [-1.9215, -2.2114, -3.7986], [-2.8108, -3.4570, -3.7700], [-3.7468, -3.5775, -2.5627], [-5.0707, -2.8526, -2.7596], [-5.9432, -2.9094, -1.4840], [-6.6074, -1.5841, -1.1347], [-1.0437, 0.3961, -2.4858], [0.2132, 0.8538, -2.3591], [0.9291, 1.2661, -3.2067], [0.5712, 0.7935, -1.0319], [-0.5743, 0.4848, -0.2735], [-1.1851, 1.7869, 0.2630], [-1.7136, 2.7671, -0.7874], [-2.1474, 4.0805, -0.1097], [-0.7451, 5.4327, -0.3680], [-0.3775, -0.3573, 0.8240], [0.7093, 0.0109, 1.6659], [0.2384, 0.1845, 3.1414], [-0.9216, -0.6980, 3.3791], [-1.5993, -0.4143, 4.6713], [-3.1169, -0.4028, 4.5336], [-3.8128, -1.4823, 5.4015], [-3.6139, 0.8839, 4.9446], [-3.4046, -2.7436, 1.7663], [-3.2653, 0.6566, -0.7473], [-3.4986, -0.6750, -1.8408], [-1.2607, -2.4792, -0.8190], [0.2360, -1.6597, -1.0820], [0.1643, -1.8049, -3.4005], [-0.4184, -3.3209, -2.7991], [-2.5321, -1.3243, -3.6446], [-1.5477, -2.1254, -4.8166], [-3.4632, -3.3867, -4.6464], [-2.2234, -4.3568, -3.9344], [-3.9914, -4.6372, -2.4593], [-3.2407, -3.3011, -1.6390], [-4.9506, -1.8296, -3.1223], [-5.6340, -3.3796, -3.5288], [-6.7450, -3.6297, -1.6430], [-5.3520, -3.2970, -0.6573], [-7.1711, -1.7104, -0.2122], [-5.8928, -0.7810, -0.9527], [-7.2700, -1.2654, -1.9356], [-1.9667, 1.5041, 0.9681], [-0.4313, 2.3284, 0.8340], [-0.9301, 3.0083, -1.4979], [-2.5683, 2.3960, -1.3465], [-3.0599, 4.4713, -0.5371], [-2.2428, 3.9670, 0.9596], [1.4817, -0.7563, 1.6223], [1.1531, 0.9549, 1.3557], [1.0592, -0.0527, 3.8116], [-0.1234, 1.2033, 3.2637], [-0.5342, -1.6320, 3.4465], [-1.2680, 0.5457, 5.0608], [-1.3043, -1.1956, 5.3708], [-3.4310, -0.5778, 3.5066], [-3.1256, -1.9383, 6.1120], [-4.6113, -1.0089, 5.9636], [-4.2302, -2.2780, 4.7859], [-4.3409, 1.1105, 4.3620], [1.8686, 0.4306, 7.3655], [0.6124, 0.5058, 8.5964], [1.8332, -1.1582, 6.5883], [1.5659, 1.6945, 6.1672], [3.4807, 0.6896, 8.0724], [4.9465, 0.8036, -2.9536], [4.9537, 2.3862, -3.7387], [3.4448, 0.6132, -2.0446], [5.0576, -0.4607, -4.1824], [6.3369, 0.6812, -1.8667], [5.2278, -0.3080, 2.2433], [6.8865, -0.6134, 1.7166], [5.1774, 1.1817, 3.1949], [4.1796, -0.1396, 0.8335], [4.6701, -1.6598, 3.2420], [-0.8548, -4.5111, -7.2995], [-0.0085, -4.3784, -5.7541], [-2.0027, -5.8555, -7.2247], [-1.7290, -3.0107, -7.6268], [0.3121, -4.8083, -8.5881], [7.9027, -1.4354, -7.1901], [6.3952, -2.2897, -6.8347], [9.2501, -2.2771, -6.4181], [8.1551, -1.3963, -8.9381], [7.8078, 0.2168, -6.5725], [1.6907, -7.8445, -10.8160], [1.6233, -8.7820, -12.3133], [2.2974, -6.2204, -11.1646], [0.0756, -7.7307, -10.1138], [2.7768, -8.6428, -9.6742], [-2.5563, 4.7457, 5.0572], [-2.8581, 3.7460, 3.6319], [-2.1251, 6.3785, 4.5455], [-4.0185, 4.8191, 6.0402], [-1.2236, 4.0536, 5.9874], [2.7317, 0.1709, 12.8161], [4.2915, 0.1241, 13.6399], [2.9762, 0.4311, 11.0856], [1.8792, -1.3576, 13.0671], [1.7644, 1.5000, 13.4695], [8.6211, 4.3622, -2.4917], [8.0676, 3.6287, -0.9832], [8.2931, 3.2655, -3.8368], [7.7647, 5.8855, -2.7520], [10.3589, 4.6716, -2.3948], [-5.5401, 7.2944, 2.4822], [-4.0466, 7.0600, 1.5669], [-5.4917, 8.8603, 3.2987], [-6.9156, 7.2503, 1.3703], [-5.7138, 6.0103, 3.6892], [-0.8450, -7.4194, -16.3633], [0.6737, -8.3138, -16.4861], [-2.0819, -8.2353, -17.3276], [-1.3633, -7.3541, -14.6767], [-0.6205, -5.7748, -16.9664], [3.5936, -4.9532, -15.3380], [5.2400, -5.2332, -15.9200], [3.5652, -3.4960, -14.3357], [2.5163, -4.7275, -16.7228], [3.0805, -6.3352, -14.3703], [6.3543, 3.1879, 15.8295], [7.7395, 3.0643, 14.7390], [6.4324, 4.7177, 16.7107], [4.8612, 3.1164, 14.8914], [6.3883, 1.8439, 16.9772], [-0.1208, 9.5593, 2.8378], [-0.3627, 11.1316, 2.0688], [-1.4323, 9.2555, 3.9834], [-0.1031, 8.3012, 1.5974], [1.4164, 9.5587, 3.7101], [-1.3273, 4.6856, 13.2090], [-1.7252, 6.2179, 12.4267], [-2.4735, 4.3741, 14.5162], [-1.4142, 3.3779, 12.0236], [0.3104, 4.7703, 13.8698]]}

{"formula": "C3H10N", "method": "ωB97M-V with the def2-TZVPD basis set", "homo_lumo_gap_ev": 13.0, "max_force_ha_per_bohr": 0.068, "de_lowest_kj_mol": 135.34, "total_charge": 1, "symbols": ["C", "C", "C", "N", "H", "H", "H", "H", "H", "H", "H", "H", "H", "H"], "positions_angstrom": [[0.5092, -1.3264, -0.0493], [0.0094, 0.0205, 0.4766], [-1.5701, 0.4996, -0.1102], [1.0786, 0.8531, -0.1189], [0.3201, -1.5065, -1.1026], [1.5300, -1.4282, 0.3156], [-0.0813, -2.1514, 0.4403], [0.0683, 0.0862, 1.6559], [-1.6320, 1.6118, -0.4315], [-2.3318, 0.4202, 0.7306], [-1.9443, -0.1827, -0.8815], [1.9437, 0.2816, -0.0645], [1.2694, 1.8765, 0.2255], [0.8308, 0.9459, -1.0860]]}

{"formula": "C14H22N2O5S2Y", "method": "ωB97M-V with the def2-TZVPD basis set", "homo_lumo_gap_ev": 9.5, "max_force_ha_per_bohr": 0.005, "de_lowest_kj_mol": 29.06, "total_charge": 1, "symbols": ["Y", "C", "C", "C", "C", "C", "C", "C", "S", "O", "O", "N", "C", "C", "O", "O", "H", "H", "H", "H", "H", "H", "H", "H", "H", "C", "S", "C", "H", "H", "H", "H", "H", "H", "C", "N", "C", "C", "O", "H", "H", "H", "H", "H", "H", "H"], "positions_angstrom": [[-0.3034, -0.0169, 2.2410], [2.2660, -0.1773, -6.0206], [1.8648, -0.1908, -4.5740], [2.8015, -0.4380, -3.5727], [2.4331, -0.4653, -2.2388], [1.1029, -0.2344, -1.9130], [0.1435, 0.0099, -2.8888], [0.5352, 0.0325, -4.2135], [0.6169, -0.2685, -0.2450], [1.5960, -1.0321, 0.5366], [0.5411, 1.1078, 0.3435], [-0.8383, -0.7825, -0.0054], [-1.0644, -2.2329, -0.0367], [-1.2149, -2.8267, 1.3742], [-1.4507, -3.9891, 1.5381], [-1.0464, -1.9405, 2.3571], [3.3393, -0.3108, -6.1379], [1.9840, 0.7652, -6.4912], [1.7614, -0.9768, -6.5648], [3.8338, -0.6187, -3.8435], [3.1592, -0.6711, -1.4651], [-0.8888, 0.1695, -2.6067], [-0.2025, 0.2179, -4.9843], [-0.2561, -2.7883, -0.5201], [-1.9763, -2.4516, -0.5906], [3.2802, -0.0080, 3.3346], [1.7647, -0.6286, 4.1011], [1.8668, -2.3852, 3.6715], [3.2946, -0.2390, 2.2720], [4.1338, -0.4591, 3.8355], [3.3084, 1.0683, 3.4922], [2.7033, -2.8254, 4.2091], [1.9915, -2.5058, 2.5974], [0.9350, -2.8498, 3.9852], [-4.6332, 3.3768, 1.7456], [-3.4332, 2.5438, 1.7340], [-2.8971, 2.1005, 0.4456], [-2.8460, 2.1843, 2.8430], [-1.8177, 1.4618, 2.8828], [-5.4559, 2.8406, 1.2755], [-4.4441, 4.2992, 1.1995], [-4.9026, 3.6160, 2.7711], [-3.5019, 2.5355, -0.3442], [-2.9319, 1.0137, 0.3677], [-1.8629, 2.4242, 0.3314], [-3.2889, 2.5460, 3.7717]]}

{"formula": "C31H39AlNO4P2S", "method": "ωB97M-V with the def2-TZVPD basis set", "homo_lumo_gap_ev": [5.8, 8.3], "max_force_ha_per_bohr": 0.020, "de_lowest_kj_mol": 82.82, "total_charge": 2, "multiplicity": 2, "symbols": ["Al", "C", "C", "C", "C", "C", "O", "C", "N", "C", "C", "C", "C", "C", "C", "P", "C", "C", "C", "C", "C", "C", "C", "C", "C", "C", "C", "C", "H", "H", "H", "H", "H", "H", "H", "H", "H", "H", "H", "H", "H", "H", "H", "H", "H", "H", "H", "H", "H", "H", "H", "H", "C", "C", "O", "P", "O", "C", "C", "O", "C", "C", "H", "H", "H", "H", "H", "H", "H", "H", "H", "H", "H", "H", "H", "H", "H", "S", "C"], "positions_angstrom": [[0.2350, 0.1814, 0.5220], [1.0692, 2.8771, 2.1533], [0.2259, 2.2780, 3.2837], [0.5977, 3.0373, 4.5589], [0.4827, 0.7717, 3.4611], [-0.1970, 0.2212, 4.7173], [-0.9521, -0.9053, 4.2623], [-0.8485, -1.0343, 2.9640], [-0.0903, -0.1254, 2.3776], [-1.5493, -2.2044, 2.4329], [-2.2154, -2.9931, 3.3912], [-2.8990, -4.1360, 3.0387], [-2.9375, -4.5403, 1.7117], [-2.2900, -3.7813, 0.7539], [-1.5949, -2.6233, 1.0920], [-0.8960, -1.7226, -0.3245], [0.1663, -2.9361, -1.1517], [0.8255, -3.8905, -0.3731], [1.6862, -4.7968, -0.9707], [1.9026, -4.7508, -2.3417], [1.2880, -3.7726, -3.1104], [0.4334, -2.8542, -2.5186], [-2.4153, -1.3703, -1.2472], [-3.2988, -0.5025, -0.5999], [-4.5047, -0.1739, -1.1896], [-4.8281, -0.6979, -2.4357], [-3.9570, -1.5648, -3.0753], [-2.7514, -1.9130, -2.4816], [0.6086, 3.7702, 1.7369], [1.2383, 2.1958, 1.3231], [2.0593, 3.1420, 2.5255], [-0.8444, 2.4044, 3.0905], [1.6418, 2.8605, 4.8259], [-0.0247, 2.7657, 5.4105], [0.4715, 4.1056, 4.3861], [1.5661, 0.6193, 3.5170], [-0.8862, 0.9306, 5.1718], [0.4990, -0.1360, 5.4722], [-2.1790, -2.6962, 4.4280], [-3.3968, -4.7192, 3.8010], [-3.4735, -5.4350, 1.4253], [-2.3248, -4.0877, -0.2843], [0.6499, -3.9351, 0.6948], [2.1785, -5.5486, -0.3681], [2.5556, -5.4755, -2.8092], [1.4635, -3.7300, -4.1775], [-0.0281, -2.0760, -3.1140], [-3.0343, -0.0956, 0.3707], [-5.1917, 0.4900, -0.6825], [-5.7654, -0.4319, -2.9055], [-4.2111, -1.9803, -4.0412], [-2.0957, -2.6164, -2.9756], [5.0336, -1.9341, -2.9827], [3.8463, -1.0021, -2.9644], [3.5108, -0.7197, -1.5726], [2.2618, 0.1965, -1.1969], [1.9470, -0.5241, 0.3820], [2.8594, -1.3886, 1.1310], [4.0711, -0.6396, 1.6357], [2.8832, 1.5636, -0.6834], [4.2450, 2.0673, -0.7530], [4.2281, 3.4415, -1.3830], [5.4064, -2.0332, -4.0011], [4.7574, -2.9214, -2.6135], [5.8367, -1.5390, -2.3611], [2.9786, -1.4537, -3.4483], [4.0778, -0.0623, -3.4689], [3.1373, -2.2095, 0.4739], [2.2660, -1.7790, 1.9589], [4.6764, -0.2832, 0.8048], [4.6825, -1.3119, 2.2369], [3.7789, 0.2064, 2.2598], [4.8603, 1.3716, -1.3232], [4.6242, 2.1102, 0.2681], [3.9184, 3.3881, -2.4261], [5.2267, 3.8743, -1.3353], [3.5387, 4.0928, -0.8472], [-1.4929, 2.4976, -1.3909], [-0.6753, 1.5059, -0.5365]]}

{"formula": "C14H10ClF9IrO", "method": "ωB97M-V with the def2-TZVPD basis set", "homo_lumo_gap_ev": [6.3, 5.5], "max_force_ha_per_bohr": 0.141, "de_lowest_kj_mol": 83.84, "multiplicity": 6, "symbols": ["C", "C", "C", "H", "C", "C", "H", "H", "H", "H", "Ir", "Cl", "C", "C", "C", "H", "C", "C", "H", "H", "H", "H", "F", "C", "F", "F", "C", "O", "C", "F", "F", "F", "C", "F", "F", "F"], "positions_angstrom": [[-2.3712, -0.9348, -0.0188], [-2.1497, -1.0988, -1.4385], [-1.8085, 0.1847, -1.9831], [-2.1890, -2.0499, -1.9855], [-1.8164, 1.1401, -0.9159], [-2.1794, 0.4611, 0.2970], [-2.2725, 0.8994, 1.2728], [-2.5944, -1.7300, 0.6971], [-1.5670, 0.3764, -3.0238], [-1.5944, 2.1990, -0.9920], [-0.3242, -0.3069, -0.4831], [0.4230, -2.3446, -0.0127], [2.4121, -0.1867, 0.4315], [1.5038, 0.8472, 0.0499], [1.2051, 0.6640, -1.3935], [1.3192, 1.7733, 0.5861], [2.0487, -0.4736, -1.8189], [2.7788, -0.9490, -0.7296], [3.5746, -1.7061, -0.7428], [2.7477, -0.3350, 1.4427], [0.7983, 1.4632, -2.0181], [2.0741, -0.8213, -2.8471], [-0.8297, 2.5514, 3.2546], [-1.0492, 1.4051, 3.9441], [-1.0063, 1.6775, 5.2623], [-2.3174, 0.9876, 3.6363], [0.0116, 0.2696, 3.4544], [0.0334, 0.2474, 2.1687], [1.4644, 0.6576, 4.0903], [1.4505, 0.7349, 5.4459], [2.3932, -0.2552, 3.7307], [1.8573, 1.8601, 3.5948], [-0.4533, -1.1626, 4.0732], [-0.6667, -1.0404, 5.4214], [-1.5914, -1.5868, 3.4960], [0.4852, -2.1162, 3.8763]]}

{"formula": "C46H45GeN6PPtS", "method": "ωB97M-V with the def2-TZVPD basis set", "homo_lumo_gap_ev": [6.1, 6.5], "max_force_ha_per_bohr": 0.017, "de_lowest_kj_mol": 37.86, "total_charge": -1, "multiplicity": 2, "symbols": ["Pt", "C", "C", "N", "N", "C", "S", "N", "N", "H", "H", "H", "H", "H", "H", "N", "P", "C", "C", "C", "C", "C", "C", "C", "C", "C", "C", "C", "C", "C", "C", "C", "C", "C", "C", "H", "H", "H", "H", "H", "H", "H", "H", "H", "H", "H", "H", "H", "H", "H", "C", "Ge", "C", "C", "C", "C", "C", "C", "C", "C", "C", "C", "C", "C", "C", "C", "C", "C", "H", "H", "H", "H", "H", "H", "H", "H", "H", "H", "H", "H", "H", "H", "H", "C", "C", "C", "C", "C", "C", "C", "C", "N", "H", "H", "H", "H", "H", "H", "H", "H", "H"], "positions_angstrom": [[-0.3308, -0.3093, -0.1195], [-1.7933, -3.5456, 4.8550], [-1.1237, -3.7897, 3.5562], [-0.7202, -4.9460, 3.1230], [-0.2190, -4.6649, 1.8912], [-0.3040, -3.3650, 1.5455], [0.2350, -2.6727, 0.1084], [-0.8933, -2.8042, 2.6351], [-1.3004, -1.4762, 2.7292], [-1.8035, -4.4725, 5.4223], [-2.8212, -3.2128, 4.6993], [-1.2660, -2.7830, 5.4314], [0.1595, -5.3899, 1.3104], [-0.5053, -0.8356, 2.4414], [-1.6007, -1.3117, 3.6815], [0.9992, -0.0269, 1.5615], [2.3100, 0.5525, 2.0804], [3.3501, 1.5297, 0.9395], [2.6889, 2.2512, -0.0484], [3.4024, 3.0345, -0.9459], [4.7855, 3.1040, -0.8549], [5.4535, 2.3921, 0.1348], [4.7383, 1.6086, 1.0296], [2.1610, 1.6703, 3.5351], [2.5265, 3.0117, 3.5114], [2.2760, 3.8346, 4.6043], [1.6598, 3.3240, 5.7355], [1.2860, 1.9851, 5.7694], [1.5296, 1.1720, 4.6754], [3.4886, -0.7155, 2.7107], [4.2615, -0.5953, 3.8616], [5.0940, -1.6328, 4.2677], [5.1639, -2.7995, 3.5216], [4.3978, -2.9270, 2.3684], [3.5635, -1.8946, 1.9695], [1.6086, 2.1944, -0.1006], [2.8689, 3.5793, -1.7163], [5.3461, 3.7092, -1.5573], [6.5335, 2.4426, 0.2046], [5.2651, 1.0483, 1.7936], [3.0071, 3.4238, 2.6328], [2.5611, 4.8788, 4.5652], [1.4639, 3.9651, 6.5862], [0.7979, 1.5795, 6.6474], [1.2211, 0.1318, 4.6973], [4.2188, 0.3139, 4.4495], [5.6855, -1.5266, 5.1692], [5.8087, -3.6102, 3.8389], [4.4454, -3.8372, 1.7826], [2.9352, -2.0002, 1.0911], [-3.5684, 0.7915, -0.9861], [-2.3204, -0.7019, -1.3580], [-3.3717, -2.2587, -0.6373], [-2.9194, -3.5822, -0.5956], [-3.6525, -4.5946, 0.0105], [-4.8777, -4.3166, 0.6007], [-5.3586, -3.0172, 0.5637], [-4.6146, -2.0132, -0.0468], [-2.1600, -1.0730, -3.3214], [-1.6824, -2.3245, -3.6324], [-1.3965, -2.7271, -4.9541], [-1.5760, -1.8568, -5.9878], [-2.0548, -0.5492, -5.7354], [-2.2291, 0.3754, -6.7968], [-2.6817, 1.6403, -6.5608], [-2.9829, 2.0394, -5.2414], [-2.8226, 1.1693, -4.2026], [-2.3537, -0.1558, -4.4034], [-4.5291, 0.7238, -1.5028], [-3.0814, 1.7308, -1.2410], [-3.7381, 0.8054, 0.0920], [-1.9582, -3.8350, -1.0198], [-3.2606, -5.6059, 0.0269], [-5.4495, -5.1039, 1.0779], [-6.3166, -2.7789, 1.0123], [-5.0194, -1.0092, -0.0495], [-1.4853, -3.0353, -2.8391], [-1.0252, -3.7287, -5.1380], [-1.3517, -2.1448, -7.0092], [-1.9869, 0.0535, -7.8041], [-2.8008, 2.3402, -7.3792], [-3.3248, 3.0487, -5.0483], [-3.0399, 1.4961, -3.1983], [1.4138, 0.6802, -2.6213], [0.5196, 1.8890, -2.6462], [0.6151, 2.7187, -3.7587], [-0.0939, 3.9039, -3.8660], [-0.8965, 4.3080, -2.8046], [-1.0174, 3.5299, -1.6691], [-1.8402, 4.0203, -0.5119], [-0.3608, 2.2558, -1.5747], [-0.5968, 1.5967, -0.4095], [2.2111, 0.8049, -3.3580], [0.8631, -0.2310, -2.8611], [1.8672, 0.5238, -1.6425], [1.2764, 2.4187, -4.5652], [-0.0058, 4.5164, -4.7553], [-1.4294, 5.2523, -2.8562], [-2.1681, 5.0465, -0.6900], [-1.2624, 3.9725, 0.4125], [-2.7208, 3.3993, -0.3388]]}